[1]
C5H10FN2 | the ωB97M-V functional and the def2-TZVPD basis

E: -11035.5107 eV
relative energy (zero: lowest compared OMol25 entry of this formula, charge and spin): 71.2 kcal per mole
HOMO energy: -15.769 eV
molar mass: 117.15 g mol⁻¹
frontier orbital gap: 11.9 eV
charge: +1
SMILES string: [H]/N=C(\F)[N+](C)=C(C)C

Last column: natural (NBO) charge in e.
Geometry (Å):
C: 0.78675 -1.14378 -1.17680  0.787
C: -0.87552 1.35173 1.36728  -0.703
C: 1.35440 1.25314 0.01589  -0.662
C: -1.62150 -1.21521 -0.02157  -0.415
C: -0.03366 0.65415 0.39584  0.475
N: -0.43024 -0.37108 -0.19298  -0.275
N: 1.37666 -1.12114 -2.27754  -0.612
F: 1.09301 -2.06198 -0.18591  -0.344
H: -1.91619 1.16680 1.30796  0.254
H: -0.68411 0.92527 2.36582  0.285
H: -0.66844 2.42614 1.27910  0.272
H: 1.29994 1.88230 -0.92999  0.283
H: 2.11732 0.37338 -0.25224  0.250
H: 1.77243 1.79106 0.76887  0.248
H: -2.29808 -0.76197 0.68293  0.236
H: -2.08763 -1.33804 -0.95186  0.243
H: -1.32900 -2.15264 0.34048  0.248
H: 2.14386 -1.65813 -2.53527  0.431

[2]
C5H10FO | the ωB97M-V functional and the def2-TZVPD basis

E: -10102.0796 eV
relative energy (zero: lowest compared OMol25 entry of this formula, charge and spin): 28.3 kcal per mole
HOMO energy: -15.830 eV
molar mass: 105.13 g mol⁻¹
frontier orbital gap: 10.0 eV
charge: +1

Last column: natural (NBO) charge in e.
Geometry (Å):
C: -0.80357 0.98387 -0.37848  0.125
C: 0.54644 0.81864 0.27899  0.529
C: -1.82086 -1.36441 0.43205  -0.673
C: 2.90212 0.40087 0.20295  -0.292
C: -1.23593 -0.50389 -0.67360  -0.451
O: 1.64964 0.89775 -0.28767  -0.334
F: -1.85089 1.58569 0.23957  -0.289
H: -0.56522 1.48000 -1.31110  0.210
H: 0.50222 0.47386 1.27430  0.185
H: -2.77343 -1.89743 0.08758  0.259
H: -2.26131 -0.59831 1.09168  0.229
H: -1.36547 -2.02980 1.16793  0.245
H: 3.01345 0.43792 1.25865  0.231
H: 3.01753 -0.53697 -0.44944  0.256
H: 3.70026 1.17203 -0.13216  0.252
H: -2.07728 -0.34844 -1.41398  0.279
H: -0.57769 -0.97137 -1.38727  0.238

[3]
C5H10I2 | the ωB97M-V functional and the def2-TZVPD basis

E: -21547.4374 eV
relative energy (zero: lowest compared OMol25 entry of this formula, charge and spin): 5.7 kcal per mole
HOMO energy: -9.389 eV
molar mass: 323.94 g mol⁻¹
frontier orbital gap: 9.5 eV
SMILES string: CC[C@](C)(I)CI

Last column: natural (NBO) charge in e.
Geometry (Å):
C: -2.04217 0.53550 0.59979  -0.603
C: 1.48295 -0.67580 -0.91866  -0.680
C: -0.95849 0.18122 -0.44379  -0.496
C: 0.89880 0.30786 1.37362  -0.578
C: 0.30859 -0.44115 0.08938  -0.001
I: 2.04174 2.03741 0.75318  0.074
I: -0.22628 -2.44734 0.88540  0.041
H: -2.97782 -0.15363 0.62750  0.226
H: -2.50470 1.61510 0.30398  0.221
H: -1.49040 0.46393 1.47231  0.193
H: 2.27846 -0.93424 -0.23341  0.220
H: 1.21693 -1.35539 -1.80912  0.237
H: 1.82390 0.29415 -1.35023  0.231
H: -0.61991 1.20581 -0.83236  0.219
H: -1.21596 -0.37876 -1.27489  0.220
H: 1.65197 -0.38698 1.78497  0.235
H: 0.03276 0.60924 2.07585  0.243